[1]
Formula: C2H2N3O4S
Source: OMol25
Level of theory: ωB97M-V/def2-TZVPD

As for the relative energy (zero: lowest compared OMol25 entry of this formula, charge and spin): 45.4 kJ/mol. As for the HOMO energy: -5.55 eV. As for the HOMO-LUMO gap: 9.06 eV. The SMILES is O=C=N/N=C\NS(=O)(=O)[O-]. The net charge is -1.

Positions of all 12 atoms, in Å:
O  -2.13  2.18  -0.55
C  -2.09  1.09  -0.13
N  -2.35  0.02  0.34
N  -1.65  -1.09  0.72
C  -0.43  -1.14  0.32
N  0.24  -0.31  -0.48
S  1.90  0.11  -0.08
O  2.34  0.77  -1.29
O  2.50  -1.17  0.20
O  1.72  0.98  1.06
H  0.15  -1.98  0.67
H  -0.20  0.55  -0.76

[2]
Formula: C2H2N3O5S
Source: OMol25
Level of theory: ωB97M-V/def2-TZVPD

As for the relative energy (zero: lowest compared OMol25 entry of this formula, charge and spin): 186.2 kJ/mol. As for the HOMO energy: -5.43 eV. As for the HOMO-LUMO gap: 8.80 eV. The SMILES is N#CC([N+](=O)[O-])=[S@](=O)([O-])ON. The net charge is -1.

Positions of all 13 atoms, in Å:
N  -2.38  2.54  0.52
C  -1.88  1.55  0.23
C  -1.28  0.37  -0.17
N  -1.76  -0.85  0.15
O  -1.00  -1.80  -0.10
O  -2.89  -1.07  0.61
S  0.46  0.35  -0.62
O  0.83  1.70  -0.92
O  0.85  -0.49  -1.73
O  1.14  -0.21  0.73
N  2.54  -0.37  0.64
H  2.68  -1.31  1.07
H  2.69  -0.41  -0.41

[3]
Formula: C2H2N4
Source: OMol25
Level of theory: ωB97M-V/def2-TZVPD

As for the relative energy (zero: lowest compared OMol25 entry of this formula, charge and spin): 169.6 kJ/mol. As for the HOMO energy: -10.18 eV. As for the HOMO-LUMO gap: 9.55 eV. The SMILES is c1ncnnn1.

Positions of all 8 atoms, in Å:
C  0.73  0.74  0.52
N  0.12  0.90  -0.66
C  -0.53  -0.20  -1.00
N  -0.74  -1.28  -0.23
N  -0.39  -1.17  1.03
N  0.43  -0.21  1.40
H  1.46  1.48  0.86
H  -1.08  -0.25  -1.93

[4]
Formula: C2H2N4
Source: OMol25
Level of theory: ωB97M-V/def2-TZVPD

As for the relative energy (zero: lowest compared OMol25 entry of this formula, charge and spin): 236.0 kJ/mol. As for the HOMO energy: -10.61 eV. As for the HOMO-LUMO gap: 10.93 eV. The SMILES is N#CN(N)C#N.

Positions of all 8 atoms, in Å:
N  1.04  2.26  0.24
C  0.63  1.18  0.21
N  0.15  -0.01  -0.06
N  -1.21  -0.23  -0.15
C  1.02  -1.12  -0.19
N  1.65  -2.08  -0.12
H  -1.51  -0.33  0.80
H  -1.77  0.34  -0.74

[5]
Formula: C2H2N4
Source: OMol25
Level of theory: ωB97M-V/def2-TZVPD

As for the relative energy (zero: lowest compared OMol25 entry of this formula, charge and spin): 224.4 kJ/mol. As for the HOMO energy: -10.15 eV. As for the HOMO-LUMO gap: 9.42 eV. The SMILES is c1ncnnn1.

Positions of all 8 atoms, in Å:
C  -0.20  0.43  1.10
N  -1.02  0.00  0.04
C  -0.44  -0.40  -1.02
N  0.99  -0.44  -1.21
N  1.73  -0.06  -0.28
N  1.10  0.45  1.07
H  -0.79  0.77  1.98
H  -0.99  -0.76  -1.90

[6]
Formula: C2H2N4O2
Source: OMol25
Level of theory: ωB97M-V/def2-TZVPD

As for the relative energy (zero: lowest compared OMol25 entry of this formula, charge and spin): 503.1 kJ/mol. As for the HOMO energy: -10.54 eV. As for the HOMO-LUMO gap: 10.19 eV. The SMILES is O=CNc1nnon1.

Positions of all 10 atoms, in Å:
O  1.95  1.36  0.89
C  1.70  0.82  -0.21
N  0.61  0.04  -0.57
C  -0.56  -0.40  0.00
N  -0.76  -0.06  1.24
N  -2.01  -0.30  1.51
O  -2.54  -1.00  0.40
N  -1.59  -1.02  -0.50
H  2.52  0.56  -1.06
H  0.68  0.00  -1.71

[7]
Formula: C2H2N4O2
Source: OMol25
Level of theory: ωB97M-V/def2-TZVPD

As for the relative energy (zero: lowest compared OMol25 entry of this formula, charge and spin): 819.5 kJ/mol. As for the HOMO energy: -9.50 eV. As for the HOMO-LUMO gap: 8.96 eV. The SMILES is O/N=c1\cnonn1.

Positions of all 10 atoms, in Å:
O  -1.89  -1.65  0.91
N  -1.70  -0.26  0.47
C  -0.50  -0.04  0.14
C  0.40  -0.99  -0.29
N  1.56  -0.40  -0.76
O  1.86  0.85  -0.55
N  0.84  1.72  -0.16
N  -0.25  1.27  0.04
H  -2.79  -1.63  1.44
H  0.34  -2.14  -0.64

[8]
Formula: C2H2N4O2
Source: OMol25
Level of theory: ωB97M-V/def2-TZVPD

As for the relative energy (zero: lowest compared OMol25 entry of this formula, charge and spin): 433.9 kJ/mol. As for the HOMO energy: -10.07 eV. As for the HOMO-LUMO gap: 9.73 eV. The SMILES is [H]/N=c1\onnn1C=O.

Positions of all 10 atoms, in Å:
H  -2.32  1.94  -0.02
N  -1.23  1.93  0.05
C  -0.89  0.65  -0.06
O  -1.72  -0.48  -0.04
N  -0.99  -1.66  -0.09
N  0.22  -1.30  0.11
N  0.36  -0.02  0.15
C  1.67  0.64  -0.05
O  2.65  -0.04  -0.04
H  1.56  1.79  -0.20

[9]
Formula: C2H2N4O3
Source: OMol25
Level of theory: ωB97M-V/def2-TZVPD

As for the relative energy (zero: lowest compared OMol25 entry of this formula, charge and spin): 319.1 kJ/mol. As for the HOMO energy: -10.03 eV. As for the HOMO-LUMO gap: 8.29 eV. The SMILES is O=c1nc(O)nnn1O.

Positions of all 11 atoms, in Å:
O  0.74  -1.13  -1.93
C  0.36  -0.83  -0.79
N  0.72  -1.02  0.48
C  0.16  -0.17  1.41
O  -0.14  -0.82  2.69
N  0.15  1.23  1.22
N  -0.16  1.47  0.04
N  -0.58  0.48  -0.86
O  -1.02  0.78  -2.08
H  -0.23  -0.07  3.43
H  -0.43  0.22  -2.67

[10]
Formula: C2H2N4S
Source: OMol25
Level of theory: ωB97M-V/def2-TZVPD

As for the relative energy (zero: lowest compared OMol25 entry of this formula, charge and spin): 43.1 kJ/mol. As for the HOMO energy: -9.85 eV. As for the HOMO-LUMO gap: 8.82 eV. The SMILES is Sc1nncnn1.

Positions of all 9 atoms, in Å:
S  -0.60  -1.68  1.87
C  -0.20  -0.47  0.68
N  0.64  0.53  1.09
N  1.01  1.38  0.19
C  0.54  1.18  -1.05
N  -0.27  0.25  -1.44
N  -0.74  -0.61  -0.54
H  -1.27  -2.44  0.98
H  0.89  1.87  -1.79

[11]
Formula: C2H2NO2S
Source: OMol25
Level of theory: ωB97M-V/def2-TZVPD

As for the relative energy (zero: lowest compared OMol25 entry of this formula, charge and spin): 474.2 kJ/mol. As for the HOMO energy: -3.62 eV. As for the HOMO-LUMO gap: 7.74 eV. The net charge is -1.

Positions of all 8 atoms, in Å:
C  -0.37  0.85  -0.68
C  -1.44  0.53  -0.01
N  0.01  -0.07  0.32
O  -3.89  0.48  -1.04
O  -3.49  -1.25  0.69
S  -3.44  0.20  0.30
H  0.05  1.20  -1.61
H  0.60  0.34  0.98

[12]
Formula: C2H2NO3
Source: OMol25
Level of theory: ωB97M-V/def2-TZVPD

As for the relative energy (zero: lowest compared OMol25 entry of this formula, charge and spin): 724.5 kJ/mol. As for the HOMO energy (spin up / spin down): -3.97 / -3.97 eV. As for the HOMO-LUMO gap (spin up / spin down): 7.54 / 7.54 eV. The net charge is -1.

Positions of all 8 atoms, in Å:
C  0.71  1.71  0.39
C  -0.76  -1.29  0.37
N  0.51  -0.52  -0.28
O  -1.37  -1.90  -0.49
O  1.05  -0.88  -1.30
O  -0.88  -1.06  1.56
H  1.19  2.14  -0.43
H  -0.45  1.78  0.18